{
  "formula": "C26H71Br2F3O14S",
  "method": "ωB97M-V/def2-TZVPD",
  "multiplicity": 1,
  "energy_ha": -7932.1103,
  "charge": 0,
  "species": ["O", "S", "O", "O", "C", "C", "C", "F", "Br", "C", "F", "F", "Br", "H", "H", "H", "H", "H", "C", "C", "O", "H", "H", "H", "H", "H", "H", "C", "C", "O", "H", "H", "H", "H", "H", "H", "C", "C", "O", "H", "H", "H", "H", "H", "H", "C", "C", "O", "H", "H", "H", "H", "H", "H", "C", "C", "O", "H", "H", "H", "H", "H", "H", "C", "C", "O", "H", "H", "H", "H", "H", "H", "C", "C", "O", "H", "H", "H", "H", "H", "H", "C", "C", "O", "H", "H", "H", "H", "H", "H", "C", "C", "O", "H", "H", "H", "H", "H", "H", "C", "C", "O", "H", "H", "H", "H", "H", "H", "C", "C", "O", "H", "H", "H", "H", "H", "H"],
  "positions_angstrom": [[5.4924, 2.7588, -1.7816], [3.9521, 2.6575, -1.8885], [3.6623, 2.4152, -3.5861], [3.3244, 1.2492, -1.1608], [3.9433, 0.9720, 0.1441], [4.6448, -0.5015, 0.2877], [5.1831, -1.1610, -1.1119], [5.7692, -0.2036, -2.0776], [3.6668, -2.2677, -1.8755], [6.4318, -2.1896, -0.6866], [7.5534, -1.2805, -0.2408], [6.0403, -3.1193, 0.3974], [7.0805, -3.0716, -2.3661], [3.1476, 1.5623, -3.7233], [3.0561, 0.9979, 0.9425], [4.7189, 1.7704, 0.5065], [5.5118, -0.4691, 1.0730], [3.8073, -1.2373, 0.7134], [-1.0787, -2.9825, -1.4986], [-0.4995, -3.3382, -0.1449], [0.3748, -2.3091, 0.2942], [-0.2797, -2.8422, -2.2340], [-1.7516, -3.7681, -1.8536], [-1.6330, -2.0398, -1.4472], [0.0720, -4.2690, -0.2057], [-1.2915, -3.4674, 0.5990], [-0.1443, -1.4887, 0.3529], [5.1514, 5.5070, -5.3237], [5.7510, 6.1966, -4.1156], [5.1124, 5.7427, -2.9313], [4.0769, 5.7076, -5.3872], [5.6298, 5.8494, -6.2456], [5.2686, 4.4212, -5.2477], [5.6122, 7.2795, -4.1848], [6.8228, 5.9903, -4.0378], [5.2486, 4.7814, -2.8749], [-1.3500, -6.2991, 3.3288], [-2.1125, -4.9907, 3.2973], [-2.5661, -4.7252, 1.9781], [-0.4935, -6.2617, 2.6477], [-0.9895, -6.5162, 4.3382], [-1.9856, -7.1259, 2.9957], [-1.4675, -4.1640, 3.6095], [-2.9780, -5.0247, 3.9660], [-3.1446, -5.4608, 1.7134], [2.7080, 7.3482, -0.1384], [2.5665, 6.6261, -1.4624], [1.9986, 5.3411, -1.2557], [3.3402, 6.7745, 0.5471], [3.1488, 8.3391, -0.2798], [1.7333, 7.4617, 0.3471], [3.5451, 6.4951, -1.9336], [1.9252, 7.1872, -2.1488], [1.1265, 5.4687, -0.8446], [2.7758, 11.4375, 1.6556], [3.6462, 10.4927, 2.4581], [2.8386, 9.5186, 3.1027], [2.0489, 11.9362, 2.3050], [3.3829, 12.1976, 1.1559], [2.2040, 10.8897, 0.8996], [4.1990, 11.0408, 3.2267], [4.3671, 9.9804, 1.8137], [2.3584, 9.0319, 2.4112], [-5.3706, -1.8128, 4.3128], [-4.0259, -1.1344, 4.4743], [-2.9809, -2.0706, 4.2553], [-5.4695, -2.6437, 5.0190], [-6.1872, -1.1055, 4.4830], [-5.4733, -2.2350, 3.3080], [-3.9184, -0.7333, 5.4864], [-3.9141, -0.3106, 3.7628], [-3.0804, -2.4147, 3.3511], [-7.2893, 0.9422, 7.9256], [-8.3517, 0.3551, 7.0196], [-7.8742, -0.8428, 6.4250], [-6.3753, 1.1528, 7.3606], [-7.6400, 1.8689, 8.3884], [-7.0190, 0.2338, 8.7154], [-8.6028, 1.0571, 6.2190], [-9.2642, 0.1296, 7.5797], [-7.6620, -1.4625, 7.1439], [-2.0543, -8.7518, -1.3207], [-1.4547, -8.0622, -0.1127], [-2.0933, -8.5162, 1.0716], [-3.1288, -8.5512, -1.3843], [-1.5759, -8.4094, -2.2427], [-1.9371, -9.8377, -1.2448], [-1.5935, -6.9793, -0.1819], [-0.3829, -8.2686, -0.0348], [-1.9571, -9.4775, 1.1280], [-3.7289, -6.4299, -4.8658], [-3.1728, -5.5005, -3.8069], [-1.8737, -5.9256, -3.4222], [-3.7762, -7.4571, -4.4897], [-4.7321, -6.1186, -5.1702], [-3.0809, -6.4436, -5.7482], [-3.8112, -5.5067, -2.9186], [-3.1102, -4.4736, -4.1798], [-1.3125, -5.9086, -4.2163], [6.3221, 8.1997, -9.0639], [5.9022, 6.7495, -9.1871], [4.8600, 6.4663, -8.2651], [6.6644, 8.4159, -8.0466], [7.1282, 8.4332, -9.7651], [5.4767, 8.8660, -9.2637], [6.7440, 6.0870, -8.9651], [5.5464, 6.5286, -10.1980], [4.1144, 7.0539, -8.4760], [-6.5279, -6.3120, 5.5961], [-6.9170, -6.5311, 4.1487], [-6.8737, -5.2995, 3.4430], [-7.2037, -5.5936, 6.0716], [-6.5606, -7.2513, 6.1552], [-5.5184, -5.8943, 5.6669], [-7.9343, -6.9276, 4.0815], [-6.2381, -7.2383, 3.6626], [-5.9643, -4.9599, 3.5016]],
  "forces_ev_per_angstrom": [[-4.891, -0.835, -0.336], [3.682, 0.881, -0.773], [-0.566, -1.863, 2.150], [1.713, 0.278, 0.002], [-0.031, -0.312, 2.232], [-0.891, -0.240, -0.143], [1.145, 0.375, 1.195], [-1.809, -2.682, 2.599], [1.457, 1.165, 0.277], [0.491, 1.272, 0.444], [-3.312, -2.954, -0.676], [1.462, 3.019, -3.336], [-0.381, 0.379, 1.893], [0.839, 1.240, 0.255], [1.907, -0.051, -1.857], [-1.467, -1.300, -1.223], [-1.554, 0.139, -1.657], [2.045, 1.482, -1.103], [-0.067, -0.115, -0.220], [-0.439, 0.254, -0.043], [0.297, 0.533, 0.209], [-0.068, -0.099, 0.067], [0.069, 0.089, -0.024], [-0.055, -0.077, 0.056], [0.067, 0.194, 0.102], [0.064, -0.221, -0.206], [0.287, -0.469, -0.021], [0.159, 0.032, -0.189], [-0.118, -0.428, -0.162], [0.187, -0.228, 0.193], [0.163, 0.069, -0.028], [-0.186, -0.121, 0.166], [0.075, 0.071, 0.019], [-0.030, -0.112, 0.185], [0.076, 0.124, -0.135], [0.113, 0.406, 0.080], [0.033, -0.150, 0.120], [0.207, -0.451, 0.143], [-0.531, 0.049, -0.353], [-0.081, 0.057, 0.117], [-0.005, 0.000, -0.065], [0.099, 0.102, 0.106], [-0.216, -0.006, -0.165], [0.109, 0.057, 0.215], [0.318, 0.329, 0.090], [0.095, 0.115, 0.195], [0.004, 0.249, 0.156], [-0.447, -0.348, 0.127], [0.006, 0.078, -0.152], [-0.025, -0.016, 0.049], [-0.042, 0.101, -0.034], [-0.408, -0.127, 0.132], [0.055, 0.177, -0.037], [0.463, -0.104, -0.230], [-0.033, 0.255, -0.054], [-0.265, -0.089, -0.244], [-0.186, -0.324, 0.020], [0.169, -0.041, -0.034], [-0.099, -0.041, -0.025], [0.130, 0.032, -0.031], [-0.130, -0.220, 0.011], [0.144, 0.162, -0.042], [0.276, 0.227, 0.363], [-0.220, 0.109, 0.034], [-0.184, -0.261, -0.268], [0.306, -0.159, -0.198], [0.001, 0.168, 0.015], [0.008, -0.194, -0.007], [-0.003, 0.118, -0.018], [0.155, -0.121, -0.133], [-0.135, 0.160, 0.090], [0.057, 0.106, 0.404], [0.108, 0.221, 0.064], [0.178, -0.136, 0.281], [0.041, -0.358, 0.014], [-0.170, 0.024, 0.017], [0.081, -0.077, 0.029], [-0.109, 0.086, 0.017], [0.043, -0.253, -0.007], [-0.077, 0.212, 0.022], [-0.107, 0.307, -0.422], [-0.011, 0.021, -0.280], [-0.029, -0.286, -0.219], [-0.115, -0.361, 0.355], [0.152, 0.075, 0.002], [-0.101, -0.040, 0.072], [0.093, 0.051, -0.014], [-0.014, -0.133, 0.170], [0.069, 0.136, -0.151], [-0.109, 0.524, -0.020], [-0.213, -0.126, -0.062], [0.085, -0.111, -0.337], [0.438, -0.044, -0.022], [-0.044, 0.167, 0.023], [0.088, -0.060, -0.048], [-0.098, 0.102, 0.014], [0.244, -0.012, -0.011], [-0.212, 0.058, 0.016], [-0.274, 0.000, 0.448], [0.210, 0.151, 0.009], [-0.195, 0.312, -0.046], [-0.413, 0.061, -0.120], [0.015, -0.097, -0.143], [-0.079, 0.063, 0.054], [0.077, -0.049, -0.105], [-0.238, -0.017, 0.080], [0.207, -0.010, -0.104], [0.381, -0.332, 0.136], [-0.060, -0.067, 0.243], [0.281, 0.186, 0.139], [0.194, 0.235, -0.233], [0.015, -0.145, -0.099], [0.059, 0.093, 0.017], [-0.006, -0.132, -0.011], [0.117, 0.185, -0.133], [-0.065, -0.204, 0.096], [-0.488, -0.111, -0.023]],
  "lowdin_charge": [-0.44, 1.03, -0.29, -0.41, -0.22, -0.14, -0.66, -0.08, 0.70, -0.64, -0.08, -0.04, 0.73, 0.09, 0.15, 0.13, 0.14, 0.13, -0.08, -0.32, -0.11, 0.07, 0.05, 0.07, 0.12, 0.08, 0.09, -0.08, -0.30, -0.12, 0.08, 0.05, 0.07, 0.11, 0.11, 0.04, -0.08, -0.32, -0.11, 0.08, 0.08, 0.06, 0.11, 0.10, 0.09, -0.10, -0.32, -0.11, 0.08, 0.07, 0.07, 0.08, 0.11, 0.09, -0.10, -0.33, -0.09, 0.08, 0.07, 0.07, 0.11, 0.10, 0.07, -0.09, -0.32, -0.10, 0.07, 0.06, 0.07, 0.11, 0.11, 0.07, -0.10, -0.33, -0.10, 0.07, 0.07, 0.07, 0.11, 0.11, 0.09, -0.09, -0.32, -0.11, 0.08, 0.06, 0.07, 0.11, 0.11, 0.09, -0.09, -0.33, -0.11, 0.07, 0.08, 0.07, 0.11, 0.11, 0.09, -0.10, -0.32, -0.11, 0.08, 0.07, 0.07, 0.11, 0.11, 0.09, -0.10, -0.33, -0.09, 0.08, 0.07, 0.07, 0.11, 0.11, 0.07]
}